1.
Formula: C19H22O7
Source: the OMol25 dataset
Level of theory: ωB97M-V with the def2-TZVPD basis set

Structure (ORCA input):
```
! wB97M-V def2-TZVPD RIJCOSX def2/J DEFGRID3
* xyz 0 1
O -6.808 -3.208 3.429
O -0.293 0.428 -0.508
O 6.059 1.454 -3.975
O -2.355 -1.003 1.097
O 0.495 -3.844 4.610
O 0.419 1.043 2.112
O 2.215 5.045 -5.557
C 0.169 0.926 -1.787
C -3.534 -1.407 1.672
C 3.793 2.253 -3.708
C 1.043 -1.373 1.994
C 5.047 2.252 -4.456
C 0.597 -0.206 2.642
C 0.351 -0.222 4.018
C -5.706 -2.648 2.866
C 1.074 -2.650 2.609
C 2.764 3.271 -4.156
C 4.291 3.933 -5.998
C -5.633 -2.500 1.391
C -4.826 -2.050 3.673
C -4.551 -1.864 0.885
C 3.025 4.113 -5.250
C 0.290 -1.448 4.677
C 5.294 3.105 -5.526
C 0.619 -2.689 4.040
C -3.570 -1.514 3.142
H 0.563 1.047 1.264
H 3.715 1.507 -2.900
H -6.606 -2.906 0.689
H -0.222 0.644 4.353
H 6.823 1.444 -4.455
H 1.468 -3.433 1.963
H -4.835 -2.092 4.739
H 4.403 4.508 -6.991
H 6.190 3.203 -6.044
H 1.675 5.400 -4.885
H -4.488 -1.571 -0.182
H 0.451 -4.719 4.128
H 1.795 3.267 -3.654
H -7.472 -3.559 2.885
H -0.401 0.289 -2.272
H -0.172 1.899 -2.031
H -1.812 -0.855 1.764
H 1.279 0.723 -2.152
H -0.021 -1.411 5.737
H -2.958 -1.083 3.915
H 1.169 -1.270 0.890
H -0.821 -0.228 -0.714
*
```

Results
**Highest occupied orbital energy**: -7.60 eV
**E_tot**: -1263.652324 a.u.
**Structure (SMILES)**: Oc1ccc(O)cc1.Oc1ccc(O)cc1.Oc1ccc(O)cc1.CO
**Relative energy (zero: lowest compared OMol25 entry of this formula, charge and spin)**: 119.5 kJ/mol

***

2.
Formula: C20H16N8NaOSe2Te2
Source: the OMol25 dataset
Level of theory: ωB97M-V with the def2-TZVPD basis set

Structure (ORCA input):
```
! wB97M-V def2-TZVPD RIJCOSX def2/J DEFGRID3
* xyz -1 1
Te -0.398 0.833 -3.142
Te 3.162 0.838 -0.116
Se 2.825 -1.609 -0.303
Se -2.175 0.516 -1.408
Na 0.062 -0.710 -0.231
O 3.667 4.066 2.169
N 0.285 -0.315 2.184
N 1.461 -0.215 4.095
N 1.272 1.546 -0.678
N 0.304 3.585 -0.396
N 0.456 0.690 4.106
N 5.738 4.776 2.019
N 0.520 3.432 -1.791
N 5.446 4.538 3.360
C 3.825 4.025 5.832
C 3.076 3.584 6.908
C 1.018 2.069 -2.023
C 5.443 4.260 -0.988
C 4.411 4.482 -0.081
C 1.325 -0.790 2.923
C 4.672 4.481 1.357
C 5.139 4.153 -2.334
C 3.101 4.627 -0.521
C 2.296 2.907 4.335
C -0.233 0.612 2.959
C 3.430 3.685 4.541
C 1.946 2.805 6.702
C 1.549 2.462 5.418
C 1.339 4.522 -2.317
C 0.733 2.518 0.151
C 4.228 4.122 3.395
C 0.313 1.615 5.209
C 3.821 4.248 -2.766
C 2.786 4.491 -1.871
H 0.697 2.354 1.218
H 2.026 2.619 3.326
H 0.096 1.050 6.116
H -1.081 1.239 2.726
H 1.925 2.058 -2.632
H 5.927 3.960 -3.050
H 1.287 4.479 -3.408
H 1.997 -1.547 2.549
H 3.592 4.123 -3.819
H 2.311 4.817 0.190
H 0.856 5.444 -1.992
H 6.456 4.143 -0.628
H 4.716 4.622 5.972
H 3.379 3.838 7.916
H -0.553 2.241 4.987
H 1.376 2.445 7.552
*
```

Results
**Highest occupied orbital energy**: -3.62 eV
**E_tot**: -6786.374528 a.u.
**Relative energy (zero: lowest compared OMol25 entry of this formula, charge and spin)**: 0.0 kJ/mol

***

3.
Formula: C6H10N2
Source: the OMol25 dataset
Level of theory: ωB97M-V with the def2-TZVPD basis set

Structure (ORCA input):
```
! wB97M-V def2-TZVPD RIJCOSX def2/J DEFGRID3
* xyz 0 1
N 0.592 -1.167 -0.652
N -2.071 -0.855 -0.162
C -1.017 1.413 0.250
C 1.245 0.198 -0.817
C 1.647 0.246 0.570
C -0.960 0.035 0.115
C 0.296 -0.613 0.713
C -0.150 0.840 -1.031
H 0.407 -1.206 1.675
H -1.832 2.052 -0.205
H 1.688 1.173 1.234
H -0.864 0.885 -1.757
H 2.451 -0.683 0.762
H -0.470 1.956 1.134
H -1.831 -1.974 -0.462
H 2.170 0.382 -1.489
H -2.779 -1.042 0.616
H 1.477 -1.639 -0.495
*
```

Results
**Highest occupied orbital energy**: -8.31 eV
**E_tot**: -343.902996 a.u.
**Relative energy (zero: lowest compared OMol25 entry of this formula, charge and spin)**: 613.6 kJ/mol

***

4.
Formula: C21H41B2ClF10KLiO18RbTa
Source: the OMol25 dataset
Level of theory: ωB97M-V with the def2-TZVPD basis set

Structure (ORCA input):
```
! wB97M-V def2-TZVPD RIJCOSX def2/J DEFGRID3
* xyz 0 1
Ta 0.875 2.979 -1.861
Rb 2.034 -1.420 2.264
K -4.954 -0.023 6.281
Cl -3.255 -1.231 3.547
F 4.157 -1.876 -5.890
F 5.655 -2.207 -4.121
F 5.880 -2.330 -1.945
F 0.216 -7.266 7.417
F -3.494 5.546 -6.771
F 3.182 -2.306 -1.609
F 3.920 -3.995 -2.773
F 5.422 -3.963 -7.059
F 2.814 -3.018 -7.155
F 5.162 -4.382 -4.930
O -3.750 -0.069 4.276
O 3.513 1.112 -1.037
O 2.412 -5.588 5.367
O 0.218 -5.965 5.570
O 2.617 -3.233 -4.985
O -0.961 0.673 -3.095
O -4.076 -4.441 7.916
O -2.870 -2.239 4.495
O -4.282 -1.720 2.692
O 0.967 -4.504 4.033
O -0.639 3.814 -4.568
O -1.393 2.508 2.702
O -5.821 -0.732 -0.779
O 2.139 1.731 0.887
O -2.964 -0.077 -2.454
O -0.192 4.175 3.437
O -2.044 4.223 -2.652
O -2.106 -0.834 2.768
C 4.505 -4.221 -6.101
C -1.285 3.658 2.855
C 3.724 -2.664 -2.825
C 5.054 -1.925 -2.950
C 1.031 0.967 1.105
C -4.117 0.519 -1.895
C 0.872 -7.021 6.261
C 0.905 4.228 2.505
C -1.843 3.868 -5.407
C 2.678 -2.340 -3.900
C -5.278 -0.423 -2.052
C 3.521 -3.057 -6.010
C -1.803 0.557 -2.041
C 0.400 0.853 -2.674
C 1.180 -5.275 4.906
C 2.244 -6.444 6.508
C 0.586 4.887 1.196
C 1.483 5.051 -1.136
C 1.839 5.111 0.361
C -3.020 -4.168 6.988
C -2.362 4.584 2.364
B 2.422 1.793 -0.530
B -0.853 3.781 -3.265
Li -1.149 0.983 0.724
H -2.744 3.548 -4.911
H 2.275 5.519 -1.710
H 0.862 -7.920 5.643
H -3.432 -3.941 6.007
H 2.654 4.464 0.666
H 1.681 4.806 2.982
H 0.605 5.685 -1.283
H -2.465 -3.307 7.353
H 1.304 0.060 1.716
H -0.155 4.362 0.606
H 3.023 -7.200 6.549
H -1.917 5.056 -2.194
H 2.279 -5.846 7.419
H -2.066 1.538 -1.647
H 2.067 3.169 -3.277
H 1.018 0.673 -3.544
H -4.560 -5.203 7.587
H -4.927 -1.332 -2.525
H -0.436 2.756 -0.511
H -6.032 0.035 -2.678
H 0.160 5.855 1.427
H 0.558 0.578 0.148
H 3.469 0.177 -0.797
H -1.996 4.839 -5.901
H -4.305 1.462 -2.402
H -1.672 3.170 -6.216
H -1.887 5.529 2.158
H 1.303 3.222 2.396
H 2.739 -1.302 -4.229
H -1.332 -0.109 -1.263
H 0.685 0.062 -1.949
H -2.346 -5.025 6.914
H 4.908 -0.843 -2.864
H -6.738 -0.991 -0.877
H -2.730 4.217 1.423
H 1.707 -2.433 -3.416
H 0.299 1.558 1.743
H -3.995 0.758 -0.837
H 2.176 6.122 0.578
H 3.980 -5.148 -6.344
H -3.131 4.734 3.105
*
```

Results
**Highest occupied orbital energy**: -4.73 eV
**E_tot**: -4375.612547 a.u.

***

5.
Formula: C30H32ClMoN3SSi2
Source: the OMol25 dataset
Level of theory: ωB97M-V with the def2-TZVPD basis set

Structure (ORCA input):
```
! wB97M-V def2-TZVPD RIJCOSX def2/J DEFGRID3
* xyz 2 3
Mo 0.172 -0.009 3.367
Cl 2.743 -0.002 -0.920
S 2.148 -0.705 4.421
Si 0.433 0.096 0.770
Si 2.123 0.159 -2.924
N 2.492 -0.167 7.032
N 0.656 1.666 4.634
N 0.972 1.143 5.942
C -1.835 -0.820 3.074
C 1.355 -1.431 -3.497
C -0.610 -1.375 4.964
C 0.163 2.672 -0.406
C 1.023 1.585 -3.452
C -1.836 4.051 -0.371
C 1.680 2.468 -4.341
C 0.231 -2.717 0.632
C 1.898 0.160 5.877
C -1.447 -3.962 -0.608
C -1.960 0.259 3.993
C -0.495 1.637 0.278
C 0.632 -1.408 -4.701
C -0.978 -1.810 3.659
C -1.092 2.614 -4.043
C -1.208 -0.080 5.168
C 1.168 -3.852 -3.472
C 0.452 -3.821 -4.675
C -0.390 -3.928 0.305
C -0.187 -1.505 0.053
C -2.488 3.043 0.354
C -1.231 -1.555 -0.887
C -0.455 3.424 -4.981
C 0.937 3.348 -5.129
C 1.620 -2.670 -2.885
C -0.510 3.840 -0.768
C -1.852 -2.767 -1.208
C -0.372 1.656 -3.314
C -1.847 1.822 0.623
C 0.176 -2.592 -5.280
H -2.171 2.695 -3.891
H 1.056 1.862 6.683
H -0.056 -1.954 5.703
H 1.016 -2.706 1.389
H 1.475 2.151 4.267
H -2.353 4.977 -0.639
H -2.415 1.009 1.096
H -2.346 -0.900 2.124
H -0.023 4.566 -1.420
H 1.207 2.530 -0.704
H 2.765 2.382 -4.466
H 3.187 -0.927 7.018
H -2.691 -2.776 -1.907
H -2.543 1.163 3.857
H -0.053 2.409 4.715
H -1.957 -4.908 -0.826
H -0.348 -2.559 -6.236
H 1.692 0.245 1.620
H 2.231 -2.712 -1.971
H -1.623 -0.634 -1.326
H 1.423 -4.812 -3.008
H -0.718 -2.766 3.214
H 1.459 3.941 -5.881
H -1.037 4.097 -5.616
H 0.158 -4.750 -5.167
H 3.464 0.390 -3.557
H -0.902 0.976 -2.642
H -0.065 -4.848 0.797
H 0.478 -0.462 -5.224
H -1.290 0.414 6.124
H -3.522 3.184 0.671
H 2.221 0.258 7.915
*
```

Results
**Highest occupied orbital energy (spin up / spin down)**: -13.21 / -13.21 eV
**E_tot**: -2831.662843 a.u.
**Relative energy (zero: lowest compared OMol25 entry of this formula, charge and spin)**: 0.0 kJ/mol

***

6.
Formula: C6H8N
Source: the OMol25 dataset
Level of theory: ωB97M-V with the def2-TZVPD basis set

Structure (ORCA input):
```
! wB97M-V def2-TZVPD RIJCOSX def2/J DEFGRID3
* xyz 1 1
N 0.972 -1.357 -1.096
C 1.162 0.108 -1.082
C -0.128 -1.780 -0.535
C -0.835 -0.641 -0.032
C -0.224 0.615 -0.724
C -0.760 0.527 0.661
C -0.977 1.210 1.909
H 1.481 0.450 -2.066
H -0.405 -2.816 -0.446
H -0.235 2.001 2.027
H -0.960 0.528 2.758
H -0.799 1.095 -1.505
H -1.959 1.694 1.894
H 1.716 -1.977 -1.403
H 1.952 0.341 -0.359
*
```

Results
**Highest occupied orbital energy**: -13.77 eV
**E_tot**: -287.807101 a.u.
**Structure (SMILES)**: CC1=C2C=[NH+]C[C@H]12
**Relative energy (zero: lowest compared OMol25 entry of this formula, charge and spin)**: 391.6 kJ/mol

***

> Among the records above, which one has the highest E_tot?

C6H8N

***

> Among the records above, which one has the highest E_tot?

C6H8N